No. 1
{"formula": "C36H83O26P5", "method": "wB97M-V/def2-TZVPD", "elements": ["C", "C", "O", "P", "O", "O", "C", "C", "O", "C", "C", "H", "H", "H", "H", "H", "H", "H", "H", "H", "H", "H", "H", "H", "H", "H", "C", "C", "O", "P", "O", "O", "C", "C", "O", "C", "C", "H", "H", "H", "H", "H", "H", "H", "H", "H", "H", "H", "H", "H", "H", "H", "C", "C", "O", "P", "O", "O", "C", "C", "O", "C", "C", "H", "H", "H", "H", "H", "H", "H", "H", "H", "H", "H", "H", "H", "H", "H", "C", "C", "O", "P", "O", "O", "C", "C", "O", "C", "C", "H", "H", "H", "H", "H", "H", "H", "H", "H", "H", "H", "H", "H", "H", "H", "C", "C", "O", "P", "O", "O", "C", "C", "O", "C", "C", "H", "H", "H", "H", "H", "H", "H", "H", "H", "H", "H", "H", "H", "H", "H", "O", "C", "O", "C", "C", "O", "H", "H", "H", "H", "O", "C", "O", "C", "C", "O", "H", "H", "H", "H"], "coordinates": [[-4.17383, 14.60612, -11.77284], [-4.87995, 13.27299, -11.90756], [-4.21638, 12.42189, -12.84644], [-3.16067, 11.34360, -12.43533], [-2.68711, 10.50799, -13.53476], [-2.06376, 12.20298, -11.71309], [-0.75467, 11.67024, -11.46736], [0.28320, 12.44701, -12.25520], [-3.82938, 10.54886, -11.23491], [-4.36387, 9.23618, -11.42248], [-5.76550, 9.20482, -10.82307], [-4.10312, 15.19536, -12.68587], [-4.68021, 15.19396, -10.99941], [-3.16284, 14.50407, -11.37333], [-4.88807, 12.85882, -10.89635], [-5.90292, 13.45912, -12.23028], [-0.55293, 11.77876, -10.39960], [-0.72596, 10.60844, -11.71163], [1.24553, 11.93370, -12.19364], [0.00909, 12.36712, -13.30906], [0.39214, 13.46373, -11.89212], [-4.38923, 8.95111, -12.47299], [-3.74729, 8.51055, -10.88913], [-6.40397, 9.85244, -11.42575], [-6.11027, 8.17410, -10.76745], [-5.72219, 9.62536, -9.81791], [-12.28714, 19.02472, -10.61008], [-11.77152, 17.98279, -9.64096], [-11.09302, 18.54252, -8.49931], [-11.69838, 18.29193, -7.05806], [-13.10749, 18.63551, -6.94958], [-11.35741, 16.80434, -6.66048], [-10.01164, 16.32929, -6.31866], [-8.99670, 16.45960, -7.44084], [-10.70956, 19.11611, -6.12617], [-10.64612, 20.54532, -6.35706], [-10.18945, 21.15246, -5.03928], [-12.65651, 19.85992, -10.00059], [-11.46546, 19.50176, -11.14516], [-13.10373, 18.64056, -11.21044], [-12.57608, 17.33744, -9.28461], [-11.01852, 17.34603, -10.11340], [-9.67423, 16.89151, -5.45254], [-10.26039, 15.29099, -6.11617], [-9.11128, 15.66984, -8.18854], [-9.14442, 17.39251, -7.97636], [-8.00436, 16.36557, -7.00270], [-9.96557, 20.73571, -7.18550], [-11.64418, 20.91370, -6.59706], [-9.22426, 20.74261, -4.74518], [-10.16338, 22.23914, -5.03807], [-10.92930, 20.82724, -4.30505], [-15.00113, 7.34215, -3.23893], [-14.11243, 8.56428, -3.27311], [-14.13578, 9.13382, -4.59485], [-12.79023, 9.61860, -5.26750], [-11.82903, 10.24943, -4.35849], [-13.33633, 10.53356, -6.42850], [-12.70292, 11.78565, -6.66542], [-12.98850, 12.22025, -8.08628], [-12.27080, 8.35335, -6.08014], [-11.37649, 7.44786, -5.44119], [-10.57779, 6.71663, -6.49587], [-14.73890, 6.58917, -3.97788], [-15.04404, 6.88475, -2.25014], [-16.01366, 7.71995, -3.40429], [-14.52475, 9.32996, -2.61378], [-13.07794, 8.40045, -2.96583], [-12.95387, 12.59639, -5.97554], [-11.62009, 11.71496, -6.51408], [-12.40966, 11.67007, -8.83328], [-14.02056, 11.95621, -8.33379], [-12.83037, 13.28429, -8.24899], [-10.66685, 8.00735, -4.82238], [-11.84555, 6.72412, -4.76825], [-9.86013, 6.03808, -6.03937], [-11.26100, 6.11030, -7.09747], [-10.10101, 7.42654, -7.16884], [-8.63999, 19.06740, -18.42910], [-8.94294, 18.98500, -16.96186], [-10.34826, 19.01198, -16.73044], [-10.88626, 19.24071, -15.25320], [-9.83797, 19.47031, -14.25620], [-11.96183, 20.38169, -15.40887], [-11.79910, 21.64488, -14.72769], [-12.62038, 21.66549, -13.45493], [-11.73960, 17.96238, -14.91155], [-12.85454, 17.54080, -15.72213], [-13.74604, 16.65547, -14.90726], [-7.56909, 19.00099, -18.60748], [-9.21877, 18.33264, -18.99085], [-8.95370, 20.02715, -18.85306], [-8.49900, 18.08849, -16.50558], [-8.38015, 19.73187, -16.39088], [-10.75287, 21.89662, -14.57610], [-12.24783, 22.35613, -15.42401], [-13.67065, 21.49457, -13.67746], [-12.26450, 20.90308, -12.75924], [-12.47507, 22.62414, -12.95401], [-13.39986, 18.41025, -16.10183], [-12.44399, 17.05466, -16.61202], [-14.09226, 17.17401, -14.00607], [-14.62493, 16.31159, -15.44612], [-13.20265, 15.80586, -14.48670], [-8.22914, 11.47172, -9.05330], [-8.33746, 12.49603, -10.14309], [-9.58846, 12.40458, -10.85089], [-9.81149, 13.01377, -12.28647], [-9.58648, 12.11134, -13.40848], [-11.25559, 13.61092, -12.23770], [-11.74196, 14.31648, -11.06878], [-12.79000, 15.29525, -11.56917], [-8.82628, 14.27154, -12.23957], [-8.45970, 14.89953, -13.46073], [-9.53782, 15.86267, -13.91018], [-8.20848, 10.49717, -9.54416], [-7.32848, 11.67013, -8.47280], [-9.05092, 11.46038, -8.33653], [-8.26252, 13.51402, -9.74755], [-7.57909, 12.39592, -10.92156], [-12.31782, 13.58327, -10.50638], [-10.92043, 14.77352, -10.52503], [-13.46361, 14.86330, -12.30608], [-13.45742, 15.58113, -10.75160], [-12.30339, 16.17591, -11.99527], [-7.54149, 15.48892, -13.36784], [-8.19497, 14.16340, -14.22387], [-9.25195, 16.69414, -14.55274], [-10.45503, 15.38652, -14.26667], [-9.90252, 16.42647, -13.03927], [-13.67982, 12.98338, -13.78101], [-13.16489, 12.71201, -14.81139], [-13.38215, 13.34727, -15.99662], [-12.37284, 12.97424, -16.92431], [-11.61594, 11.81743, -16.18836], [-12.42598, 11.60222, -15.02792], [-12.79394, 12.66275, -17.87455], [-11.63930, 13.76978, -17.05171], [-10.67584, 12.20140, -15.79072], [-11.43269, 10.94212, -16.80169], [-9.93225, 9.35146, -17.84212], [-9.06835, 9.63395, -17.08406], [-8.76804, 10.87170, -16.67006], [-7.68467, 10.79946, -15.67998], [-7.06875, 9.46630, -16.08981], [-8.20445, 8.74090, -16.53550], [-7.08755, 11.66203, -15.95236], [-8.14903, 10.78067, -14.69917], [-6.61658, 8.90801, -15.27031], [-6.26364, 9.57292, -16.82082]], "atomic_forces_ev_per_a": [[0.43, 0.49, 0.50], [0.44, 1.00, 0.56], [-0.62, 0.20, -0.28], [0.26, -0.38, -0.01], [-0.13, -0.06, -0.17], [0.11, 0.42, 0.24], [0.56, 0.07, 0.42], [-0.12, -0.92, -0.36], [0.23, -0.07, 0.04], [-0.72, -0.59, 0.42], [0.66, 0.44, -0.14], [-0.21, -0.13, -0.10], [-0.26, 0.04, -0.26], [0.02, -0.30, -0.22], [-0.16, -0.53, -0.23], [-0.02, -0.42, -0.24], [-0.21, -0.07, 0.01], [-0.04, 0.02, -0.11], [0.03, 0.09, 0.28], [-0.02, 0.52, 0.00], [-0.10, 0.14, -0.22], [0.18, 0.17, -0.07], [0.27, 0.20, -0.07], [-0.32, -0.27, 0.04], [-0.28, 0.09, -0.13], [-0.06, -0.11, 0.06], [0.40, 1.05, 1.36], [0.18, -0.75, -0.19], [0.22, 0.44, -0.30], [0.29, 0.07, 0.52], [-0.48, -0.13, -0.03], [0.26, 0.12, -0.12], [-0.84, 0.08, -0.55], [-0.44, -0.42, -0.19], [0.04, 0.06, -0.56], [0.11, 0.24, 0.60], [-0.37, -0.51, -0.03], [-0.43, -0.24, -0.05], [-0.08, -0.48, -0.54], [0.19, 0.00, -0.36], [-0.08, 0.08, -0.06], [-0.13, -0.06, -0.08], [-0.11, -0.21, 0.21], [0.57, -0.04, 0.47], [-0.06, -0.06, 0.10], [0.41, 0.23, 0.18], [0.11, 0.21, -0.16], [0.01, -0.01, -0.03], [0.00, -0.04, -0.16], [0.07, 0.12, -0.02], [0.07, 0.04, -0.20], [0.14, 0.15, 0.17], [-0.48, 0.42, 0.18], [0.12, 0.20, 0.30], [-0.10, -0.03, -0.17], [-0.36, 0.15, 0.03], [0.19, -0.24, 0.00], [-0.19, -0.02, 0.26], [1.33, 1.11, -0.55], [-0.48, -0.66, -0.53], [-0.06, -0.03, 0.15], [1.46, -0.12, 0.38], [-0.79, -0.24, -0.39], [0.02, 0.05, -0.07], [0.34, 0.02, 0.05], [-0.02, -0.35, -0.35], [0.10, -0.05, 0.10], [-0.04, -0.19, 0.00], [-0.79, -0.50, 0.25], [-0.05, -0.39, -0.08], [0.25, 0.01, 0.23], [-0.09, 0.37, 0.13], [-0.01, 0.05, 0.20], [-0.22, 0.17, 0.02], [-0.58, 0.18, -0.20], [0.15, 0.13, 0.03], [0.10, 0.00, -0.05], [0.22, -0.03, 0.09], [-0.65, 0.55, -0.45], [1.48, -0.45, 0.67], [-0.19, 0.24, -0.03], [0.19, -0.21, 0.52], [0.05, 0.11, -0.03], [0.19, -0.01, -0.02], [-0.96, 0.41, -0.32], [0.66, -0.20, 0.21], [-0.19, -0.01, -0.05], [-0.02, 0.23, -0.73], [0.09, -0.17, 1.07], [0.00, -0.34, -0.01], [0.37, -0.28, 0.04], [0.01, 0.06, 0.25], [-0.44, -0.34, -0.39], [-0.65, 0.55, -0.18], [0.07, -0.23, 0.06], [0.29, 0.12, -0.01], [-0.05, 0.07, 0.06], [-0.09, -0.05, -0.09], [-0.21, 0.07, -0.08], [0.04, 0.09, 0.25], [-0.04, -0.25, 0.15], [-0.08, 0.27, -0.25], [0.12, -0.08, -0.19], [-0.02, -0.16, -0.45], [-0.19, -0.44, -0.30], [-0.10, 0.94, -0.46], [-0.44, -0.16, 0.58], [0.15, 0.23, 0.36], [0.09, -0.11, -0.48], [0.22, -0.13, 0.04], [-1.58, -0.44, -0.94], [0.16, 0.60, 0.19], [0.45, -0.17, 0.18], [0.38, 0.95, -1.31], [-1.13, 0.54, 0.79], [0.24, -0.15, 0.38], [0.18, -0.23, -0.17], [-0.19, 0.29, -0.23], [0.02, -0.05, 0.00], [0.42, -0.20, 0.43], [0.65, -0.16, 0.46], [-0.02, 0.00, 0.18], [0.35, -0.34, -0.13], [0.30, 0.24, 0.14], [-0.23, 0.09, -0.03], [-0.02, -0.22, 0.84], [-0.39, -0.25, 0.10], [0.40, -0.48, -0.43], [0.27, -0.15, -0.35], [0.23, -0.19, 0.15], [-0.27, 0.42, 0.25], [-0.52, -1.35, -0.83], [0.31, 0.70, 0.30], [1.04, -0.99, 0.38], [0.00, 1.25, 0.13], [0.08, 0.02, 0.08], [-0.26, 0.13, 0.03], [-0.39, 0.32, -0.25], [0.11, -0.22, -0.29], [-0.37, -0.25, 0.29], [-0.66, -0.09, -0.24], [0.70, -0.07, 0.23], [0.07, 0.04, 0.27], [-0.53, -0.34, -1.42], [0.63, 0.07, 1.24], [0.14, -0.10, -0.62], [0.29, 0.05, 0.73], [0.21, 0.36, 0.14], [-0.21, 0.11, 0.17], [-0.47, -0.04, -0.51]], "mulliken_charge": [-1.436, 0.666, -0.317, 0.951, -0.811, -0.186, -0.361, -1.156, -0.310, -0.360, -0.909, 0.322, 0.375, 0.392, 0.214, -0.183, 0.332, 0.350, 0.389, 0.302, 0.286, 0.362, 0.285, 0.072, 0.446, 0.279, -1.379, -0.039, -0.284, 0.955, -0.785, -0.314, -0.346, -0.544, -0.297, -0.188, -1.284, 0.389, 0.298, 0.383, 0.594, -0.046, 0.244, 0.408, -0.044, 0.156, 0.452, 0.280, 0.339, 0.298, 0.396, 0.316, -1.142, -0.277, -0.344, 0.913, -0.687, -0.324, -0.272, -0.972, -0.213, -0.144, -1.250, 0.287, 0.377, 0.296, 0.324, 0.385, 0.286, 0.257, 0.291, 0.328, 0.301, 0.393, 0.265, 0.387, 0.304, 0.274, -1.265, -0.079, -0.422, 0.423, -0.793, -0.349, -0.315, -0.662, 0.620, -0.281, -0.876, 0.377, 0.306, 0.315, 0.146, 0.393, 0.369, 0.301, 0.293, -0.129, 0.425, 0.401, 0.232, 0.272, 0.473, -0.078, -1.322, 0.802, -0.166, -0.312, -0.484, 0.312, 0.336, -0.989, 0.137, -0.402, -0.371, 0.300, 0.389, 0.261, -0.070, -0.195, -0.188, 0.276, 0.372, 0.459, -0.044, 0.434, 0.244, 0.078, -0.018, -0.066, -0.531, 0.688, -0.312, -0.334, 0.229, -0.335, 0.343, 0.196, -0.099, 0.215, -0.558, 0.696, -0.332, 0.121, -0.248, -0.370, 0.273, 0.029, 0.206, 0.251], "relative_energy_ev": 0.000, "charge": 0, "multiplicity": 1, "e_tot_ev": -138371.4904}

***

No. 2
{"formula": "C3H5NO2", "method": "wB97M-V/def2-TZVPD", "elements": ["C", "C", "O", "N", "C", "O", "H", "H", "H", "H", "H"], "coordinates": [[-1.72532, 0.07562, -0.07359], [-0.29278, 0.53633, 0.03182], [0.01100, 1.70799, 0.08544], [0.67487, -0.46599, 0.01736], [2.03497, -0.18698, -0.01400], [2.88258, -1.04618, -0.04522], [-2.02044, 0.09960, -1.12806], [-2.35436, 0.78605, 0.46605], [-1.88732, -0.93452, 0.30988], [0.41358, -1.44288, 0.00339], [2.23684, 0.89257, -0.01404]], "atomic_forces_ev_per_a": [[-0.08, -0.02, 0.04], [0.01, 0.34, -0.06], [-0.08, -0.36, 0.01], [0.07, -0.04, 0.00], [0.24, -0.14, -0.02], [-0.39, 0.24, 0.03], [0.07, -0.02, 0.12], [0.10, -0.12, -0.08], [0.06, 0.10, -0.04], [-0.01, 0.13, -0.02], [0.02, -0.11, 0.01]], "mulliken_charge": [-0.973, 0.716, -0.566, -0.147, 0.054, -0.522, 0.255, 0.299, 0.320, 0.217, 0.348], "relative_energy_ev": 0.013, "charge": 0, "multiplicity": 1, "e_tot_ev": -8777.6816}